# 1
Molecular formula: C11H27N5O13
Method: DFT, ωB97M-V/def2-TZVPD

Element x y z (Å)
C1 3.09060 2.06883 0.89048
C2 1.63564 2.48199 1.14136
O1 0.75207 1.49275 0.64059
C3 0.07319 0.76757 1.61626
C4 0.81512 -0.45977 2.10890
C5 1.29991 -1.35212 0.95633
O2 -1.15443 0.31031 1.06795
C6 -1.94748 1.33279 0.62896
O3 -2.92608 1.70943 1.25644
H1 3.34518 2.39130 -0.10927
H2 3.76247 2.53045 1.60407
H3 3.13456 0.98911 0.95237
H4 1.45708 3.40794 0.60089
H5 1.46328 2.69823 2.19327
H6 -0.15437 1.39287 2.48419
H7 1.63627 -0.18217 2.75828
H8 0.07318 -1.03036 2.65639
H9 0.57373 -2.13343 0.78062
H10 1.45911 -0.77874 0.05057
H11 2.24326 -1.79854 1.24017
H12 -1.71048 1.75235 -0.35503
C7 4.74671 -4.04859 3.55130
N1 3.93727 -2.80113 3.58143
O4 3.84760 -2.16448 2.55596
O5 3.41426 -2.51060 4.63415
H13 5.14138 -4.17487 2.55087
H14 5.54247 -3.93587 4.28084
H15 4.08792 -4.86763 3.82122
C8 -5.74765 1.41608 -0.40834
N2 -6.82369 1.12113 -1.39319
O6 -6.50376 0.57198 -2.42987
O7 -7.94675 1.45536 -1.10134
H16 -4.81069 1.05575 -0.81408
H17 -5.72282 2.49091 -0.25950
H18 -5.98911 0.90756 0.51891
C9 -3.58290 1.35788 -4.00201
N3 -2.61929 1.97283 -3.04725
O8 -1.94942 1.22715 -2.35830
O9 -2.56521 3.17983 -3.01239
H19 -3.51413 0.28115 -3.91223
H20 -4.57582 1.70876 -3.73875
H21 -3.30661 1.69154 -4.99731
C10 -0.32007 -5.55760 0.60347
N4 0.95209 -4.88846 0.21752
O10 1.71740 -4.57600 1.10244
O11 1.13029 -4.69580 -0.96292
H22 -0.34100 -5.65829 1.68153
H23 -1.13429 -4.93285 0.24978
H24 -0.33778 -6.52667 0.11508
C11 1.51739 3.01978 -3.39195
N5 2.72611 3.73525 -2.89692
O12 2.90831 4.87156 -3.26891
O13 3.44543 3.11882 -2.14074
H25 0.97142 3.68583 -4.04862
H26 1.85921 2.13486 -3.91932
H27 0.92393 2.74405 -2.52433

Properties
Gap between HOMO and LUMO = 9.638 eV
SMILES string = CCO[C@H](CC)OC=O.C[N+](=O)[O-].C[N+](=O)[O-].C[N+](=O)[O-].C[N+](=O)[O-].C[N+](=O)[O-]
Multiplicity = 1
ΔE to the lowest compared entry with this formula, charge and spin = 0.645 eV

Atomic partial charges in e from the Mulliken method, atoms 1 to 4: number 1, C, carries -0.49; number 2, C, carries -0.56; number 3, O, carries -0.16; number 4, C, carries -0.09

***

# 2
Molecular formula: C11H28AlNO
Method: DFT, ωB97M-V/def2-TZVPD

Element x y z (Å)
O1 -0.21182 -2.37507 -2.95583
C1 -1.09085 -1.24782 -3.04621
C2 -2.29407 -1.45706 -3.94871
Al1 -4.05984 -1.61052 -2.92910
H1 -0.11391 -2.72930 -3.85327
H2 -1.38590 -0.98153 -2.03345
H3 -0.49297 -0.40957 -3.42511
H4 -2.36763 -0.60079 -4.61519
H5 -2.15249 -2.33209 -4.57871
H6 -5.20803 -0.91575 -3.84799
H7 -3.94480 -0.91020 -1.46983
H8 -4.45614 -3.18270 -2.78423
C3 3.05862 3.08748 1.10908
C4 2.47092 2.12796 0.07656
C5 0.95838 1.89715 0.19910
C6 0.37353 1.56732 1.56612
N1 0.52117 0.14637 2.10625
C7 -0.84013 -0.52274 2.15195
C8 -1.04604 -1.01290 0.73629
C9 0.34199 -1.51813 0.32768
C10 1.33260 -0.81185 1.25751
C11 1.08442 0.21402 3.48593
H9 2.85614 2.77030 2.13435
H10 4.14071 3.13844 0.99752
H11 2.66314 4.09594 0.98126
H12 3.03614 1.19563 0.10299
H13 2.65314 2.53220 -0.92001
H14 0.62231 1.17203 -0.54614
H15 0.48018 2.83877 -0.08324
H16 -0.69795 1.74921 1.52779
H17 0.76739 2.24339 2.32131
H18 -0.76591 -1.34730 2.86046
H19 -1.58378 0.18923 2.49910
H20 -1.36332 -0.19291 0.09045
H21 -1.80943 -1.78356 0.67251
H22 0.54134 -1.31470 -0.72310
H23 0.41868 -2.59533 0.45720
H24 2.12047 -0.28487 0.74057
H25 1.80089 -1.51822 1.93872
H26 0.41405 0.80750 4.10210
H27 2.06746 0.67530 3.43436
H28 1.16133 -0.79330 3.88299

Properties
Gap between HOMO and LUMO = 6.180 eV
Multiplicity = 1

Atomic partial charges in e from the Mulliken method, atoms 1 to 4: number 1, O, carries -0.59; number 2, C, carries 0.22; number 3, C, carries -0.86; number 4, Al, carries -0.01